Entry 1:
Formula: C30H27BN5O10S3Tl
Source: OMol25
Level of theory: ωB97M-V/def2-TZVPD

Values from the calculation:
HOMO-LUMO gap in eV: 6.1
Energy above the lowest of the compared OMol25 structures with the same formula, charge and spin in kcal per mole: 11.48
HOMO in eV: -2.256
Charge: -2

Positions of all 77 atoms, in Å:
Tl (-0.496, -0.129, 0.441)
O (-4.795, 0.220, -0.500)
C (-4.007, 0.078, 0.490)
O (-3.217, 0.905, 0.957)
C (-3.947, -1.327, 1.069)
C (-5.081, -2.115, 1.221)
C (-4.930, -3.374, 1.770)
C (-3.657, -3.848, 2.047)
C (-2.574, -3.025, 1.777)
N (-2.728, -1.764, 1.374)
C (-1.144, -3.499, 1.949)
O (-0.986, -4.852, 2.033)
O (-0.253, -2.779, 2.304)
H (-4.260, 1.679, -1.009)
H (-6.045, -1.729, 0.919)
H (-5.796, -3.996, 1.966)
H (-3.511, -4.832, 2.471)
H (-1.580, -5.246, 1.378)
C (1.309, 2.352, -2.673)
N (2.104, 2.648, -1.498)
C (2.396, 3.911, -1.008)
C (3.127, 3.726, 0.106)
N (3.296, 2.369, 0.303)
B (4.048, 1.748, 1.522)
N (3.118, 0.749, 2.293)
C (3.502, -0.539, 2.625)
C (2.507, -1.125, 3.314)
N (1.494, -0.183, 3.411)
C (0.243, -0.351, 4.126)
C (1.869, 0.964, 2.763)
S (0.860, 2.332, 2.619)
C (2.666, 1.699, -0.691)
S (2.579, 0.025, -0.977)
H (1.009, 3.295, -3.128)
H (0.425, 1.779, -2.406)
H (1.894, 1.765, -3.381)
H (2.040, 4.806, -1.490)
H (3.530, 4.439, 0.804)
H (4.358, 2.668, 2.259)
H (5.010, 1.114, 1.132)
H (4.453, -0.932, 2.304)
H (2.396, -2.127, 3.697)
H (0.397, -1.070, 4.930)
H (-0.546, -0.720, 3.475)
H (-0.056, 0.613, 4.524)
O (-3.834, 2.495, -1.481)
C (-2.520, 2.398, -1.492)
O (-1.869, 1.372, -1.594)
C (-1.837, 3.726, -1.340)
C (-0.799, 3.818, -0.427)
C (-0.183, 5.043, -0.147)
C (-0.648, 6.134, -0.830)
O (-0.222, 7.445, -0.741)
C (-1.032, 8.187, -1.644)
O (-1.938, 7.289, -2.279)
C (-1.674, 6.042, -1.747)
C (-2.302, 4.858, -2.024)
H (-0.462, 2.933, 0.101)
H (0.629, 5.105, 0.571)
H (-0.402, 8.664, -2.396)
H (-1.592, 8.946, -1.096)
H (-3.120, 4.793, -2.731)
O (3.050, -8.254, -2.838)
C (3.255, -6.903, -2.810)
O (4.318, -6.494, -3.196)
C (2.144, -6.069, -2.302)
C (2.358, -4.696, -2.147)
C (1.366, -3.857, -1.677)
C (0.086, -4.352, -1.346)
S (-1.198, -3.309, -0.824)
C (-0.113, -5.742, -1.486)
C (0.887, -6.573, -1.954)
H (2.181, -8.445, -2.472)
H (3.333, -4.300, -2.408)
H (1.562, -2.799, -1.547)
H (-1.086, -6.152, -1.238)
H (0.644, -7.627, -2.070)

Entry 2:
Formula: C47H37GeN6O4V
Source: OMol25
Level of theory: ωB97M-V/def2-TZVPD

Values from the calculation:
2S+1: 4
⟨S²⟩: 3.764
HOMO-LUMO gap (spin up / spin down) in eV: 6.5 / 6.4
Energy above the lowest of the compared OMol25 structures with the same formula, charge and spin in kcal per mole: 27.31
HOMO (spin up / spin down) in eV: -9.718 / -9.722
Charge: +1

Positions of all 96 atoms, in Å:
V (-0.404, 0.159, 0.094)
O (0.842, -6.356, -1.042)
C (-0.154, -6.002, -0.380)
O (-0.946, -6.624, 0.339)
C (-0.429, -4.488, -0.478)
C (-1.323, -3.850, 0.383)
C (-1.369, -2.472, 0.382)
N (-0.541, -1.759, -0.399)
C (0.165, -2.354, -1.360)
C (0.253, -3.727, -1.419)
C (0.793, -1.380, -2.294)
C (1.370, -1.782, -3.487)
C (1.928, -0.830, -4.318)
C (1.925, 0.497, -3.920)
C (1.319, 0.820, -2.722)
N (0.721, -0.080, -1.933)
C (-2.383, -1.603, 1.051)
C (-3.350, -2.078, 1.916)
C (-4.334, -1.212, 2.364)
C (-4.332, 0.103, 1.926)
C (-3.315, 0.516, 1.086)
N (-2.345, -0.302, 0.664)
H (-1.942, -4.477, 1.012)
H (0.874, -4.253, -2.129)
H (1.377, -2.829, -3.754)
H (2.373, -1.123, -5.260)
H (2.379, 1.271, -4.523)
H (1.312, 1.846, -2.375)
H (-3.338, -3.117, 2.216)
H (-5.103, -1.565, 3.037)
H (-5.098, 0.802, 2.228)
H (-3.260, 1.538, 0.732)
C (0.257, -0.633, 4.246)
C (0.547, 0.079, 2.968)
O (-0.070, -0.254, 1.948)
C (1.476, 1.213, 2.914)
C (1.731, 1.955, 4.070)
C (2.481, 3.115, 4.023)
C (2.988, 3.542, 2.801)
C (2.787, 2.794, 1.651)
C (2.060, 1.611, 1.702)
O (1.982, 0.829, 0.578)
H (-0.312, -1.536, 4.036)
H (-0.343, 0.013, 4.894)
H (1.175, -0.879, 4.780)
H (1.307, 1.632, 5.012)
H (2.664, 3.683, 4.924)
H (3.562, 4.459, 2.746)
H (3.198, 3.112, 0.702)
Ge (3.675, -0.029, 0.384)
C (4.019, -0.618, 2.183)
C (3.306, -1.677, 2.755)
C (3.554, -2.069, 4.062)
C (4.508, -1.400, 4.819)
C (5.217, -0.344, 4.265)
C (4.975, 0.044, 2.953)
C (3.812, -1.448, -0.894)
C (3.390, -2.756, -0.625)
C (3.724, -3.799, -1.477)
C (4.503, -3.543, -2.599)
C (4.935, -2.254, -2.875)
C (4.589, -1.207, -2.029)
H (4.556, 1.153, -0.030)
H (2.555, -2.212, 2.188)
H (3.013, -2.905, 4.488)
H (4.708, -1.710, 5.836)
H (5.967, 0.172, 4.851)
H (5.537, 0.870, 2.532)
H (2.799, -2.984, 0.248)
H (3.379, -4.804, -1.259)
H (4.780, -4.358, -3.256)
H (5.549, -2.062, -3.746)
H (4.949, -0.208, -2.245)
C (-0.784, 4.362, 1.244)
C (-0.765, 2.986, 1.280)
N (-0.675, 2.229, 0.168)
C (-0.706, 2.862, -1.009)
C (-0.737, 4.243, -1.151)
C (-0.733, 4.997, 0.012)
C (-0.725, 4.901, -2.475)
C (-1.330, 4.575, -3.619)
C (-2.314, 3.514, -3.945)
C (-2.735, 3.391, -5.261)
C (-3.667, 2.408, -5.545)
N (-4.163, 1.607, -4.607)
C (-3.704, 1.815, -3.376)
N (-2.807, 2.717, -2.991)
H (-0.826, 4.924, 2.166)
H (-0.820, 2.455, 2.221)
H (-0.708, 2.238, -1.888)
H (-0.727, 6.080, -0.047)
H (-0.121, 5.803, -2.506)
H (-1.120, 5.228, -4.458)
H (-2.353, 4.040, -6.036)
H (-4.027, 2.259, -6.557)
H (-4.110, 1.176, -2.600)